Molecular formula: C14H24N6O4
Method: DFT, ωB97M-V/def2-TZVPD

Values from the calculation:
Gap between HOMO and LUMO = 8.92 eV
HOMO = -8.51 eV
SMILES = Nc1nc(NCCOCCO)nc(N2CCCCCC2)c1[N+](=O)[O-]

Cartesian coordinates (Å):
N  1.32566  -0.55684  2.44155
C  0.62281  -0.31991  1.32884
N  -0.45027  -1.07137  1.10054
C  -1.09209  -0.89299  -0.05403
N  -2.10268  -1.72850  -0.37942
C  -2.34204  -2.99061  0.26649
C  -1.49858  -4.13216  -0.34163
O  -0.11140  -3.89444  -0.29441
C  0.59675  -4.46617  0.77930
C  0.21226  -3.91792  2.16572
O  1.30718  -3.86964  3.05424
N  -0.90862  0.12229  -0.89089
C  0.07391  0.98729  -0.63717
N  0.07726  2.11882  -1.35892
C  0.81157  3.29556  -0.95707
C  0.08973  4.60897  -1.25760
C  -1.36881  4.62998  -0.79364
C  -2.33813  4.12837  -1.86241
C  -2.21964  2.63305  -2.13851
C  -0.80054  2.19113  -2.50650
C  1.01765  0.70003  0.40192
N  2.32660  1.15740  0.37120
O  2.79493  1.53244  -0.70126
O  3.00862  1.12572  1.40435
H  1.17588  -1.42088  2.93633
H  2.21067  -0.06520  2.53072
H  -2.43027  -1.61753  -1.32724
H  -3.39969  -3.24500  0.15168
H  -2.11551  -2.86344  1.32365
H  -1.75373  -5.07863  0.15203
H  -1.74573  -4.21619  -1.40663
H  0.49311  -5.56403  0.75557
H  1.64082  -4.20558  0.58315
H  -0.11134  -2.88083  2.03554
H  -0.60679  -4.50693  2.60319
H  1.65848  -4.75756  3.18093
H  0.96942  3.23631  0.12535
H  1.80185  3.30388  -1.43301
H  0.64954  5.38891  -0.73756
H  0.13648  4.84159  -2.32221
H  -1.47638  4.02893  0.11145
H  -1.64268  5.65679  -0.54142
H  -3.36071  4.34283  -1.54353
H  -2.16121  4.68326  -2.78751
H  -2.53018  2.06240  -1.26247
H  -2.88848  2.37187  -2.96055
H  -0.84763  1.18778  -2.93427
H  -0.35983  2.86864  -3.23892

Cartesian forces, eV/Å:
0.3 -0.1 0.1
0.1 0.4 -0.2
-0.2 -0.1 0.1
0.3 0.6 0.2
-0.1 -0.1 -0.3
0.4 -0.4 0.0
-0.2 0.2 0.0
-0.2 0.2 -0.1
0.2 0.0 0.3
-0.4 0.0 -0.4
0.4 -0.2 0.2
-0.1 0.1 -0.4
0.1 -0.2 0.1
0.0 -0.2 0.2
0.6 0.5 -0.1
-0.1 -0.2 0.3
0.0 0.2 -0.3
0.0 -0.2 0.2
0.1 0.2 -0.1
-0.5 -0.2 -0.3
-1.1 -0.4 0.1
0.8 0.2 -0.3
0.1 -0.1 0.2
0.1 0.2 0.0
-0.1 0.0 0.0
-0.3 -0.1 0.1
0.0 0.1 0.1
0.1 0.0 0.1
-0.1 -0.1 0.0
0.0 0.0 0.0
-0.1 -0.1 0.1
0.1 0.1 0.0
-0.1 -0.1 0.1
0.0 -0.4 0.0
0.0 0.1 0.0
0.0 0.1 0.1
0.0 0.0 -0.1
-0.2 0.1 0.2
0.1 0.0 -0.1
0.1 0.1 0.0
0.0 0.0 0.1
0.0 0.0 0.1
0.0 0.0 -0.1
0.0 0.1 0.0
0.0 0.0 0.0
0.0 -0.1 0.0
0.1 0.2 -0.1
0.0 0.0 0.0

Molecular formula: C14H24NO4P
Method: DFT, ωB97M-V/def2-TZVPD

Values from the calculation:
Gap between HOMO and LUMO = 10.42 eV
HOMO = -9.63 eV
SMILES = CC(C)COP(=O)(OCC(C)C)[C@H](O)c1cccnc1

Cartesian coordinates (Å):
C  4.04307  0.96310  2.78412
C  2.76806  0.45423  2.11683
C  1.57284  0.58725  3.05482
C  2.51368  1.22907  0.82291
O  1.54328  0.57288  0.01694
P  0.03976  1.14031  -0.07322
O  -0.14337  2.42615  0.59866
O  -0.93385  0.05035  0.57054
C  -1.26620  -1.27215  0.17482
C  -0.10657  -2.27149  0.24421
C  0.70636  -2.26916  -1.04652
C  -0.65547  -3.67086  0.51905
C  -0.28215  1.27308  -1.90450
O  0.20362  2.52979  -2.28442
C  -1.75494  1.09366  -2.12705
C  -2.67704  1.89713  -1.46446
C  -4.02833  1.67730  -1.67349
C  -4.40600  0.65732  -2.53405
N  -3.53814  -0.11289  -3.16820
C  -2.25107  0.10505  -2.97235
H  4.22070  0.42467  3.71149
H  4.90386  0.82398  2.13433
H  3.95089  2.02218  3.01311
H  2.90063  -0.60019  1.84880
H  1.68696  -0.06456  3.91824
H  1.48241  1.61390  3.40240
H  0.65068  0.32651  2.53977
H  2.16894  2.24132  1.05391
H  3.42445  1.28247  0.21882
H  -2.04845  -1.55989  0.88499
H  -1.69841  -1.26397  -0.83120
H  0.53977  -1.97234  1.07529
H  1.13183  -1.28716  -1.22873
H  0.07641  -2.54895  -1.88912
H  1.52282  -2.98428  -0.97638
H  -1.34506  -3.96637  -0.26864
H  0.15692  -4.39218  0.55265
H  -1.18217  -3.70330  1.46962
H  0.28671  0.53518  -2.47567
H  -0.04284  3.16625  -1.59776
H  -2.33870  2.67037  -0.79048
H  -4.77055  2.28073  -1.17498
H  -5.44817  0.44115  -2.72785
H  -1.57715  -0.54562  -3.51726

Cartesian forces, eV/Å:
-0.2 -0.2 -0.2
-0.1 0.2 -0.1
0.1 -0.2 -0.2
0.7 0.1 0.5
-1.1 0.0 -0.3
0.4 -1.2 -0.2
-0.2 0.6 0.0
0.6 0.8 -0.2
-0.1 -0.7 0.1
-0.1 0.0 -0.1
0.0 0.1 0.2
0.1 0.3 0.0
-0.1 -0.4 0.8
0.2 0.6 -0.2
-0.3 0.0 -0.2
-0.2 -0.1 -0.2
0.2 0.0 0.0
-0.1 0.1 0.1
-0.2 -0.4 -0.3
0.3 0.3 0.2
0.1 0.0 0.1
0.1 0.0 0.0
0.0 0.2 0.1
0.0 0.0 0.0
0.0 0.0 0.1
0.0 0.1 0.1
-0.1 -0.1 0.1
0.1 0.0 0.0
-0.1 0.0 0.1
0.1 0.0 -0.2
0.0 0.0 0.1
0.0 0.0 0.0
0.1 0.0 -0.1
-0.1 -0.1 -0.1
0.1 0.0 -0.1
-0.1 -0.1 -0.1
0.0 -0.1 0.0
-0.1 -0.1 0.1
-0.1 -0.1 0.2
0.1 0.0 0.0
0.0 0.1 0.1
-0.1 0.0 0.0
-0.1 0.1 0.1
0.2 0.0 0.0

Molecular formula: C14H24O
Method: DFT, ωB97M-V/def2-TZVPD

Values from the calculation:
Gap between HOMO and LUMO = 9.72 eV
HOMO = -8.87 eV
SMILES = CC(C)C[C@H]1CC=C(C[C@H](C)C=O)CC1

Cartesian coordinates (Å):
C  -1.51207  2.46771  2.82212
C  -1.86047  3.03517  1.42296
C  -1.94440  4.53209  1.57912
C  -0.88411  2.63094  0.30848
C  -0.76427  1.09850  0.16273
C  -0.78771  0.71716  -1.32500
C  -0.35906  -0.69921  -1.63556
C  0.31146  -1.46141  -0.70293
C  0.47376  -2.93807  -1.01014
C  1.97392  -3.35858  -1.16660
C  2.47043  -3.05400  -2.59918
C  2.15251  -4.84164  -0.88475
O  3.15595  -5.34502  -0.39435
C  0.57671  -0.94693  0.69532
C  0.52132  0.56950  0.80533
H  -2.24578  2.85389  3.56794
H  -0.48698  2.74755  3.11791
H  -1.59184  1.34721  2.81058
H  -2.84817  2.62835  1.14699
H  -2.36283  4.95577  0.67888
H  -0.96634  5.01233  1.75125
H  -2.59971  4.78752  2.43562
H  -1.15154  3.08632  -0.63924
H  0.08259  3.08482  0.54565
H  -1.64202  0.60541  0.57306
H  -0.13016  1.39122  -1.87129
H  -1.78354  0.91932  -1.71692
H  -0.64299  -1.12421  -2.60471
H  -0.12592  -3.19577  -1.89277
H  0.05850  -3.46439  -0.13888
H  2.53544  -2.84149  -0.41786
H  3.50152  -3.43332  -2.75023
H  2.45806  -2.00133  -2.85901
H  1.78335  -3.54284  -3.25989
H  1.27716  -5.41901  -1.03060
H  -0.15566  -1.41393  1.39079
H  1.58038  -1.27091  0.99054
H  1.37465  1.01709  0.26259
H  0.55787  0.86419  1.83208

Cartesian forces, eV/Å:
-0.3 -1.0 -0.3
0.2 -0.3 0.6
-0.3 0.6 0.3
-0.1 -0.4 0.9
0.6 0.4 -0.9
0.4 -0.1 -0.2
0.9 -0.7 2.1
-2.2 0.8 -2.1
0.9 0.2 0.7
-0.8 -0.2 -0.8
0.8 -0.3 0.8
2.2 0.7 1.4
-1.3 0.7 -0.9
0.4 -0.4 -0.2
-0.5 -0.2 -1.1
0.6 -0.3 -0.5
-0.4 0.0 0.0
0.2 0.9 0.2
0.1 0.2 0.1
-0.2 0.4 -0.3
-0.2 -0.3 0.0
0.3 0.0 -0.5
-0.4 0.1 -0.2
0.2 -0.2 0.1
-0.1 0.0 0.5
0.2 0.3 -0.1
-0.2 -0.1 -0.1
0.2 0.1 0.3
0.3 -0.1 0.2
0.0 -0.2 -0.2
0.6 0.4 0.4
-0.6 0.1 0.0
-0.1 0.3 0.3
-0.2 -0.4 -0.7
-1.2 -1.2 -0.5
0.4 0.2 -0.3
-0.1 -0.2 0.2
-0.2 -0.1 0.3
0.2 0.2 0.7

Molecular formula: C14H24OP2PdSe4
Method: DFT, ωB97M-V/def2-TZVPD

Values from the calculation:
Gap between HOMO and LUMO = 7.07 eV
HOMO = -6.86 eV

Cartesian coordinates (Å):
Pd  -0.66029  0.15263  1.45483
C  2.32131  -1.19194  0.30035
P  1.55326  0.25896  1.06422
C  2.64123  0.66568  2.45978
C  1.85437  1.59562  -0.14882
C  3.13347  1.94048  -0.58070
C  3.30814  2.94724  -1.51465
C  2.20478  3.61946  -2.02740
C  0.93106  3.28221  -1.60274
C  0.74933  2.27086  -0.66138
P  -0.90547  1.78834  -0.05356
C  -1.85407  1.45088  -1.56142
C  -1.61733  3.33310  0.57749
H  3.36599  -0.99779  0.05405
H  1.76034  -1.44048  -0.60077
H  2.24883  -2.02230  1.00289
H  3.68043  0.75105  2.13971
H  2.55892  -0.12147  3.21028
H  2.31646  1.60547  2.90429
H  3.99979  1.42015  -0.18908
H  4.30394  3.21021  -1.84659
H  2.34132  4.40562  -2.75829
H  0.07583  3.81158  -2.00625
H  -1.87153  2.31937  -2.22106
H  -2.87511  1.19068  -1.27790
H  -1.40606  0.60346  -2.07949
H  -1.60921  4.11561  -0.18262
H  -1.05001  3.66006  1.44787
H  -2.64028  3.12462  0.89101
Se  -3.10440  0.00675  1.52089
Se  -3.54808  -0.95230  3.61494
Se  -2.04583  -2.68996  3.46224
Se  -0.11159  -1.37367  3.31531
C  -1.42290  -4.31979  -0.34287
C  -2.60073  -3.36553  -0.52010
C  -1.99147  -2.26838  -1.37993
O  -0.59611  -2.22038  -1.04886
C  -0.26403  -3.34476  -0.21851
H  -1.30045  -4.95230  -1.22529
H  -1.51584  -4.95917  0.53452
H  -2.89574  -2.94875  0.44467
H  -3.47063  -3.82591  -0.98722
H  -2.43961  -1.29806  -1.16254
H  -2.08831  -2.48125  -2.45001
H  -0.15015  -3.00110  0.81464
H  0.68639  -3.75482  -0.56592

Cartesian forces, eV/Å:
0.2 -0.1 0.1
-0.1 0.0 0.0
0.0 0.0 0.0
0.0 0.0 0.0
0.0 0.0 0.0
0.0 0.0 0.0
0.0 0.0 0.0
0.0 0.0 0.0
0.0 0.0 0.0
0.0 0.0 0.0
0.0 0.0 0.0
0.0 0.0 0.0
0.0 0.0 0.0
0.0 0.0 0.0
0.0 0.0 0.0
0.0 0.0 0.0
0.0 0.0 0.0
0.0 0.0 0.0
0.0 0.0 0.0
0.0 0.0 0.0
0.0 0.0 0.0
0.0 0.0 0.0
0.0 0.0 0.0
0.0 0.0 0.0
0.0 0.0 0.0
0.0 0.0 0.0
0.0 0.0 0.0
0.0 0.0 0.0
0.0 0.0 0.0
-0.1 0.0 0.0
0.0 0.0 0.0
0.0 0.0 0.0
0.0 0.0 0.0
0.0 0.0 0.0
0.0 0.0 0.0
0.0 0.0 0.0
0.0 0.0 0.0
0.0 0.0 0.0
0.0 0.0 0.0
0.0 0.0 0.0
0.0 0.0 0.0
0.0 0.0 0.0
0.0 0.0 0.0
0.0 0.0 0.0
0.0 0.0 0.0
0.0 0.0 0.0

Molecular formula: C14H25AsN2O10PtS4
Method: DFT, ωB97M-V/def2-TZVPD

Values from the calculation:
Gap between HOMO and LUMO (alpha / beta) = 3.79 / 2.80 eV
HOMO (alpha / beta) = -0.17 / 0.36 eV
Total charge = -2

Cartesian coordinates (Å):
Pt  0.23561  -0.59568  -0.15794
O  2.81449  -1.29292  -3.21753
As  2.87032  -1.81492  -1.49074
O  3.97386  -3.01209  -1.70336
O  1.19304  -2.14488  -1.16415
C  3.09001  0.00451  -0.86104
C  3.56524  1.03083  -1.65498
C  3.52639  2.33607  -1.17154
C  3.03119  2.60216  0.09880
C  2.57619  1.57454  0.91174
C  2.57128  0.28056  0.41375
S  2.50378  -1.14535  1.56519
O  3.01081  -0.63882  2.82007
O  3.41634  -2.06523  0.87878
O  1.15573  -1.73429  1.68051
H  3.11443  -2.10510  -3.64749
H  3.95106  0.79973  -2.63744
H  3.87619  3.14980  -1.79663
H  3.00460  3.61753  0.47555
H  2.23323  1.77209  1.91720
N  -3.82852  -0.04007  1.38377
C  -3.39805  -0.42800  0.11783
N  -4.40246  -1.08395  -0.63954
S  -2.30042  0.63292  -0.74050
H  -4.79626  0.27446  1.39637
H  -3.21386  0.66507  1.80523
H  -4.83996  -1.80820  -0.07902
H  -4.01935  -1.49314  -1.48220
C  -2.11382  0.56345  -3.67522
C  -0.94306  -0.18702  -3.03021
C  0.29566  0.69246  -3.15791
C  -0.72410  -1.50428  -3.78347
C  -1.21961  -0.56713  -1.54264
H  -1.92570  0.66554  -4.74953
H  -2.23230  1.55988  -3.24493
H  -3.06382  0.03546  -3.53007
H  0.36775  1.09696  -4.17634
H  1.18838  0.12659  -2.96416
H  0.24929  1.52817  -2.45230
H  -0.36175  -1.31155  -4.79991
H  -1.66140  -2.07111  -3.84985
H  0.02115  -2.10696  -3.26175
H  -1.73914  -1.52589  -1.46593
C  0.02501  0.04470  5.98738
S  0.13423  -0.30775  4.25095
C  -1.51742  -0.93483  3.94692
H  -0.31060  -0.84355  6.52520
H  -0.66039  0.88074  6.14202
H  1.02557  0.32101  6.31762
H  -2.14821  -0.11662  3.58606
H  -1.92341  -1.37690  4.85717
H  -1.42529  -1.67723  3.15459
O  -0.31220  3.19244  1.77198
S  -0.86247  1.96621  2.32090
O  -2.33311  1.90498  2.27679
O  -0.28270  0.74974  1.71184
O  -0.46142  1.86482  3.81413

Cartesian forces, eV/Å:
-0.5 -1.6 0.7
-0.2 -0.1 -0.5
0.0 -0.1 -0.2
-0.3 0.0 0.3
0.3 0.7 0.0
-0.2 -0.1 0.5
-0.1 0.0 0.0
0.0 0.0 0.0
0.0 0.1 -0.1
-0.2 0.0 0.0
1.0 -0.4 0.3
0.6 -0.2 1.4
0.0 0.0 -0.4
-0.2 0.0 -0.4
0.3 1.0 -0.6
0.1 0.1 -0.1
-0.1 0.1 -0.1
0.1 0.0 0.0
0.0 0.0 0.0
-0.1 0.0 0.0
0.4 -1.1 -2.9
-3.0 2.9 0.5
1.7 -0.7 1.1
-0.4 -0.8 1.4
0.0 -0.6 0.1
1.0 0.8 0.7
-0.1 0.0 0.0
-0.1 0.1 -0.2
-0.1 -0.2 0.0
-0.1 -0.3 0.0
-0.3 0.4 0.0
0.1 0.0 0.0
0.3 0.8 -0.5
-0.1 0.0 0.1
0.0 0.0 -0.1
0.0 0.0 -0.1
0.0 0.0 0.1
0.3 -0.1 0.1
0.0 0.0 -0.1
-0.1 0.0 0.1
0.0 0.0 0.0
0.0 0.0 0.0
0.1 -0.2 -0.3
-0.3 0.2 -0.1
1.3 -3.4 0.6
0.3 0.4 -0.1
0.0 0.1 0.2
0.0 0.1 0.2
0.0 0.0 0.1
-0.1 -0.1 0.2
-0.1 -0.1 0.0
-0.1 -0.1 0.0
-0.2 0.1 -1.0
1.8 1.1 5.1
-1.3 0.1 -0.8
0.2 -1.4 -2.1
-1.6 2.5 -3.2

Sequential ΔE to the lowest compared entry with this formula, charge and spin output: 23.21; 13.93; 0.00; 0.00; 158.58 kcal/mol